1.
The following is a quantum chemistry calculation of 2 unconnected molecules or ions with the total composition C6H16BrNO2, from the Open Molecules 2025 dataset.

CARTESIAN COORDINATES (ANGSTROEM)
Br1 17.172823 20.716264 -0.570037
C1 18.674768 17.894977 -1.756465
O1 18.764337 16.503302 -1.401929
C2 19.687642 15.746313 -2.134268
C3 19.599234 14.362119 -1.524856
N1 18.138592 14.041607 -1.531095
H1 17.646144 14.915651 -1.265938
H2 17.896613 13.835084 -2.501127
C4 17.721367 12.922895 -0.633846
C5 16.211165 12.944146 -0.533165
O2 15.843802 14.314649 -0.521322
C6 14.453374 14.544472 -0.696566
H3 19.608936 18.266319 -2.187899
H4 18.458315 18.460617 -0.855843
H5 17.883812 18.033379 -2.492506
H6 20.684975 16.186482 -2.077030
H7 19.372630 15.682322 -3.192349
H8 19.884784 14.363165 -0.476037
H9 20.163966 13.641820 -2.111689
H10 18.264284 13.066424 0.295440
H11 18.100735 12.021604 -1.114817
H12 15.861809 12.487964 0.398550
H13 15.758111 12.408454 -1.376356
H14 14.038604 13.926771 -1.497769
H15 14.344024 15.597032 -0.940951
H16 13.909993 14.332219 0.228813

Forces on atoms 1 to 2 (eV/Å):
0.00 -0.09 -0.02
0.05 0.25 -0.18

Output
Maximum force ... 0.86 eV Å⁻¹
Relative energy (zero: lowest compared OMol25 entry of this formula, charge and spin) ... 1.853 eV
Orbital gap ... 4.944 eV

***

2.
The following is a quantum chemistry calculation of a gas-phase ion, C5H10N2P (charge +1) in a non-equilibrium geometry, from the Open Molecules 2025 dataset.

CARTESIAN COORDINATES (ANGSTROEM)
C1 -2.115020 0.661753 -1.636796
N1 -0.801110 0.877842 -1.503274
C2 0.107891 0.168963 -0.775903
P1 -0.479290 -0.741779 0.594860
C3 -1.743551 0.131818 1.257380
C4 1.181397 -0.773637 1.234578
C5 1.990760 -0.934070 -0.069628
N2 1.457518 -0.014665 -0.994316
H1 -2.373031 -0.341491 -1.464357
H2 -2.788573 1.437937 -1.793568
H3 -0.444338 1.772543 -1.924575
H4 -1.876725 0.064691 2.261167
H5 -2.748614 -0.000858 0.916542
H6 1.337801 -1.733361 1.747961
H7 1.541152 -0.052379 1.913258
H8 3.036406 -0.855157 -0.019633
H9 1.658687 -1.925673 -0.442979
H10 1.756859 -0.188185 -1.958284

Forces on atoms 1 to 2 (eV/Å):
1.73 -1.01 1.09
2.10 2.18 -1.30

Output
Net charge ... +1
Maximum force ... 3.60 eV Å⁻¹
Relative energy (zero: lowest compared OMol25 entry of this formula, charge and spin) ... 3.037 eV
Orbital gap (alpha / beta) ... 7.275 / 7.019 eV
SMILES string ... C=[NH+]C1=P(=C)CCN1

***

3.
The following is a quantum chemistry calculation of a molecular structure, C33H40BN3S3Ta in a non-equilibrium geometry, from the Open Molecules 2025 dataset.

CARTESIAN COORDINATES (ANGSTROEM)
Ta1 10.265486 11.325112 9.566244
S1 9.272427 9.212755 9.314794
C1 8.163334 9.801956 8.013223
C2 7.453051 8.829547 7.216455
C3 6.253146 9.204163 6.590059
C4 5.832406 10.538517 6.569608
C5 6.532940 11.539083 7.197173
C6 7.809384 11.212028 7.716611
S2 8.732912 12.566683 8.337108
H1 7.698063 7.739861 7.234573
H2 5.619966 8.458124 6.092085
H3 4.887498 10.826464 6.103662
H4 6.090942 12.538778 7.316729
C7 11.549653 7.581661 14.663139
C8 11.304094 8.163040 13.267859
C9 11.870636 7.279310 12.154614
C10 9.827989 8.374579 13.119105
C11 8.953613 7.234195 13.108664
C12 7.583201 7.395762 13.000944
C13 6.997589 8.657956 12.783038
C14 7.778790 9.739306 12.575856
C15 7.141127 11.064517 12.323309
C16 6.856362 11.868087 13.657513
C17 5.737284 10.867604 11.649798
C18 9.153089 9.607611 12.855943
N1 9.913963 10.828089 12.942123
B1 10.344309 11.705726 11.826713
N2 10.987355 12.756904 12.661312
C19 11.312855 12.299724 13.911765
C20 10.678765 11.140421 14.077674
C21 11.558316 13.961642 12.149067
C22 10.802391 15.212096 12.022671
C23 11.389141 16.346037 11.358445
C24 12.725011 16.180389 10.933708
C25 13.471745 15.065215 11.275711
C26 12.877930 13.866839 11.719905
C27 13.756160 12.649444 11.988553
C28 14.578506 12.844473 13.268577
C29 14.678058 12.459082 10.775089
C30 9.440085 15.410845 12.741187
C31 9.057741 16.882210 12.860650
C32 9.506373 14.852090 14.216400
H5 12.642945 7.536025 14.832774
H6 11.092713 6.620810 14.705427
H7 11.046730 8.190985 15.435926
H8 11.749561 9.133647 13.077485
H9 11.687642 6.198150 12.210467
H10 12.946338 7.463026 12.084985
H11 11.444828 7.574187 11.204296
H12 9.274760 6.217373 12.984999
H13 7.032924 6.478249 13.125631
H14 5.928292 8.744885 12.818583
H15 7.787127 11.615661 11.625906
H16 6.102567 11.339612 14.284064
H17 6.472455 12.819451 13.349034
H18 7.818793 11.913722 14.201112
H19 5.088446 10.411221 12.341934
H20 5.781990 10.209002 10.766076
H21 5.287279 11.792298 11.380444
H22 12.000017 12.858118 14.600782
H23 10.736855 10.349295 14.912717
H24 10.818378 17.239051 11.255705
H25 13.260519 16.899074 10.327111
H26 14.530777 15.138312 11.065364
H27 13.094853 11.758213 12.100650
H28 15.567355 13.229046 13.016002
H29 14.770666 11.821805 13.681806
H30 14.070998 13.394493 14.049239
H31 15.389035 13.250670 10.589519
H32 14.257636 12.226019 9.807706
H33 15.393614 11.651729 10.963308
H34 8.684321 14.885343 12.143625
H35 9.850247 17.498375 13.372706
H36 8.070393 17.042454 13.348596
H37 8.914888 17.365145 11.862440
H38 10.503963 15.108001 14.658712
H39 9.342989 13.800938 14.223417
H40 8.673294 15.301744 14.832785
S3 13.373045 10.825595 6.541878
C33 12.737577 10.922439 7.963650
N3 12.034843 10.989686 8.937286

Forces on atoms 1 to 2 (eV/Å):
-1.04 -1.13 0.89
0.03 1.00 -0.32

Output
Net charge ... +1
Maximum force ... 3.62 eV Å⁻¹
Orbital gap ... 5.582 eV

***

4.
The following is a quantum chemistry calculation of 2 unconnected molecules or ions with the total composition C9H17N3O6 in a non-equilibrium geometry, from the Open Molecules 2025 dataset.

CARTESIAN COORDINATES (ANGSTROEM)
C1 1.901313 1.280985 -1.664271
N1 2.482332 0.020945 -1.195544
C2 2.194407 -0.722641 -0.116127
O1 2.728747 -1.815454 -0.037597
C3 1.241434 -0.289006 1.018505
N2 0.995470 1.160228 1.118991
C4 1.824581 2.093506 1.580442
C5 3.176371 1.695158 2.137304
O2 1.502492 3.269144 1.544394
C6 -0.084094 -1.066790 0.895712
C7 -1.168468 -0.581147 1.861766
O3 -0.606953 -0.957162 -0.410283
H1 2.127530 1.419943 -2.722613
H2 0.817075 1.272486 -1.541650
H3 2.323390 2.123135 -1.112469
H4 3.169230 -0.406231 -1.799551
H5 1.705365 -0.618193 1.946933
H6 0.112221 1.501895 0.772373
H7 3.755565 1.187100 1.369178
H8 3.038267 1.044443 2.998425
H9 3.704864 2.595418 2.448851
H10 0.113445 -2.119498 1.100035
H11 -1.560148 0.386723 1.548082
H12 -0.758229 -0.499753 2.868124
H13 -1.983708 -1.302677 1.878723
H14 -0.154246 -1.614815 -0.949895
N3 -2.775078 0.135262 -2.216165
C8 -3.844312 -0.711135 -2.416950
O4 -4.391205 -0.552026 -3.503791
C9 -4.262809 -1.728819 -1.384195
O5 -5.224188 -2.457927 -1.590444
O6 -3.540768 -1.806420 -0.230777
H15 -2.454818 0.653604 -3.027634
H16 -2.127794 -0.089911 -1.456455
H17 -3.977279 -2.500371 0.288576

Forces on atoms 1 to 2 (eV/Å):
0.04 0.00 0.38
-0.38 1.20 -0.70

Output
Maximum force ... 4.43 eV Å⁻¹
Orbital gap ... 9.859 eV
SMILES string ... CNC(=O)[C@@H](NC(C)=O)[C@@H](C)O.NC(=O)C(=O)O

***

5.
The following is a quantum chemistry calculation of 2 unconnected molecules or ions with the total composition C4H10NO2S in a non-equilibrium geometry, from the Open Molecules 2025 dataset.

CARTESIAN COORDINATES (ANGSTROEM)
O1 2.844790 0.824972 -1.639157
C1 1.663540 0.496765 -1.436144
N1 1.251448 -0.342887 -0.414280
C2 -0.258964 -0.364971 -0.037371
C3 -0.304866 -0.391696 1.467349
S1 0.622277 1.071851 1.935923
C4 -0.714792 -1.852387 -0.424763
H1 0.919749 0.649735 -2.338229
H2 1.989295 -0.509497 0.265563
H3 -0.867442 0.274606 -0.582777
H4 0.092834 -1.339164 1.913439
H5 -1.340183 -0.307269 1.946594
H6 -1.618672 -1.972458 -0.887798
H7 0.039904 -2.218820 -1.215353
H8 -0.718886 -2.505840 0.441343
H9 -1.336918 2.785433 1.133582
H10 -0.725332 2.714629 -0.220516
O2 -1.537782 2.986998 0.092596

Forces on atoms 1 to 2 (eV/Å):
-1.74 -0.23 0.55
1.11 -1.42 -1.15

Output
Net charge ... -1
Maximum force ... 6.58 eV Å⁻¹
Relative energy (zero: lowest compared OMol25 entry of this formula, charge and spin) ... 2.467 eV
Orbital gap ... 6.677 eV

***

6.
The following is a quantum chemistry calculation of a molecular structure, C23H25BN8O2RuS in a non-equilibrium geometry, from the Open Molecules 2025 dataset.

CARTESIAN COORDINATES (ANGSTROEM)
Ru1 1.192589 0.483430 -0.488080
B1 4.216689 2.889330 -0.724480
N1 4.400089 1.379830 -0.735880
C1 5.616189 0.803630 -0.707780
C2 5.463789 -0.560170 -0.847080
C3 4.085789 -0.739170 -0.959280
N2 3.467189 0.438630 -0.888180
N3 2.762089 3.317530 -0.807680
C4 2.363589 4.601430 -0.758780
C5 1.031289 4.664930 -1.112080
C6 0.672089 3.339930 -1.359080
N4 1.728089 2.549630 -1.164280
H1 4.731089 3.363930 0.242720
H2 4.783589 3.328830 -1.687480
H3 6.502189 1.395630 -0.606080
H4 6.230289 -1.307070 -0.864180
H5 3.524889 -1.641770 -1.109580
H6 3.035089 5.386330 -0.479880
H7 0.405489 5.527330 -1.191080
H8 -0.270511 2.935830 -1.683180
C7 -6.981911 -2.086970 0.826620
C8 -5.727111 -1.489670 0.275520
C9 -5.588011 -1.247070 -1.088780
C10 -4.428211 -0.687570 -1.594680
C11 -3.401311 -0.368370 -0.727480
C12 -3.502111 -0.616970 0.628620
C13 -4.665111 -1.176570 1.123220
S1 -1.960111 0.455730 -1.359580
O1 -2.088511 0.679930 -2.766880
O2 -1.672311 1.603230 -0.515780
N5 -0.640011 -0.467870 -1.040380
C14 -0.340111 -1.708070 -1.448980
C15 -1.219011 -2.618670 -2.055680
C16 -0.781411 -3.912470 -2.240880
C17 0.509789 -4.258570 -1.850980
C18 1.339689 -3.273970 -1.338080
N6 0.937289 -2.030570 -1.139580
H9 -7.553811 -2.583370 0.047120
H10 -7.611911 -1.310670 1.262320
H11 -6.751911 -2.802870 1.613020
H12 -6.394811 -1.504870 -1.757780
H13 -4.310311 -0.489570 -2.649180
H14 -2.672911 -0.370270 1.274420
H15 -4.754411 -1.382970 2.179220
H16 -2.204211 -2.288670 -2.345780
H17 -1.436511 -4.647870 -2.682480
H18 0.865889 -5.267570 -1.955680
H19 2.362689 -3.506370 -1.071080
N7 -0.194511 2.011630 1.924320
C19 0.610889 1.136330 2.558320
C20 0.734289 1.105730 3.963120
C21 1.583789 0.196130 4.541820
C22 2.314789 -0.678370 3.731420
C23 2.160989 -0.586470 2.369120
N8 1.336689 0.298530 1.796520
H20 -0.817311 2.585030 2.470620
H21 -0.492611 1.843830 0.957620
H22 0.145789 1.790230 4.554420
H23 1.670689 0.144530 5.615820
H24 2.982589 -1.404670 4.159520
H25 2.693089 -1.240870 1.688420

Forces on atoms 1 to 2 (eV/Å):
1.24 0.40 -0.22
0.91 0.78 -0.22

Output
2S+1 ... 6
Net charge ... +1
Maximum force ... 2.21 eV Å⁻¹
Relative energy (zero: lowest compared OMol25 entry of this formula, charge and spin) ... 0.418 eV
Orbital gap (alpha / beta) ... 8.683 / 5.421 eV